Molecular formula: C38H97F6FeN7O13
Method: DFT, ωB97M-V/def2-TZVPD

Each line ends with the Mulliken charge.
CARTESIAN COORDINATES (ANGSTROEM)
Fe 1.47 1.12 2.81  1.450
C 0.64 -0.04 5.50  -1.025
O 0.66 -1.35 5.00  -0.269
O 1.07 0.83 4.58  0.112
C -0.77 0.23 6.01  0.370
F -1.19 -0.85 6.73  -0.315
F -0.84 1.26 6.84  -0.295
F -1.69 0.51 5.09  -0.144
C 0.89 -2.34 5.94  -0.474
C -0.24 -3.34 5.69  -1.161
H -0.62 -3.60 6.68  0.291
H -1.12 -2.94 5.21  0.297
H 0.03 -4.25 5.06  0.290
H 0.88 -2.00 7.00  0.518
H 1.87 -2.78 5.79  0.353
H 1.27 -0.02 6.38  0.582
C -0.85 -0.40 1.81  -0.492
O -0.30 -1.68 1.37  0.314
O 0.07 0.51 1.59  0.421
C -2.07 0.10 0.95  0.327
F -2.40 1.26 1.59  -0.152
F -1.77 0.40 -0.33  0.078
F -3.17 -0.72 0.84  -0.309
C -0.99 -2.93 1.49  -0.247
C -0.06 -3.95 0.82  0.285
H 0.99 -3.70 1.06  -0.451
H -0.17 -4.97 1.20  0.645
H -0.07 -3.96 -0.28  -0.684
H -1.92 -2.97 0.92  0.150
H -1.10 -3.15 2.54  0.212
H -1.11 -0.46 2.89  -0.280
C -0.88 3.89 3.87  -1.618
C 0.46 4.28 3.33  0.861
C 1.50 4.55 4.40  -0.618
O 1.09 5.33 5.49  -0.426
C 1.26 6.78 5.30  -0.659
N 0.75 3.17 2.32  0.305
H -1.30 4.60 4.60  0.459
H -0.86 2.92 4.39  0.173
H -1.59 3.77 3.05  0.512
H 0.34 5.18 2.74  0.516
H 2.45 4.85 4.00  0.633
H 1.68 3.59 4.87  -0.341
H 2.21 7.07 4.80  0.281
H 1.31 7.21 6.32  0.303
H 0.41 7.31 4.82  0.263
H 1.48 3.48 1.63  0.277
H -0.19 3.07 1.90  -0.803
C -1.05 5.44 -5.53  -1.691
C -0.46 4.87 -4.26  1.230
C 0.65 3.92 -4.56  -0.855
O 0.93 3.22 -3.36  -0.092
C 1.47 1.91 -3.56  -0.065
N 0.09 5.95 -3.47  -0.715
H -1.84 6.12 -5.32  0.455
H -1.49 4.66 -6.20  0.355
H -0.31 6.04 -6.10  0.321
H -1.33 4.38 -3.76  -0.204
H 1.53 4.40 -5.02  0.325
H 0.29 3.22 -5.34  0.351
H 0.80 1.39 -4.24  0.206
H 1.51 1.52 -2.53  -0.476
H 2.45 1.95 -4.04  0.343
H 0.80 5.66 -2.81  0.234
H -0.61 6.49 -3.03  0.313
C -1.46 -7.37 -1.45  -1.294
C -1.65 -6.55 -2.70  0.016
C -1.88 -5.04 -2.48  0.566
O -2.88 -4.70 -1.51  -0.425
C -3.54 -3.51 -1.86  -1.023
N -0.55 -6.64 -3.61  -0.582
H -0.64 -6.89 -0.88  0.205
H -1.21 -8.40 -1.71  0.389
H -2.28 -7.40 -0.73  0.333
H -2.60 -6.83 -3.14  0.350
H -2.20 -4.64 -3.47  0.268
H -0.92 -4.56 -2.18  -0.612
H -2.84 -2.64 -1.90  0.389
H -4.30 -3.18 -1.14  0.348
H -3.99 -3.57 -2.84  0.617
H -0.44 -7.62 -3.93  0.293
H 0.32 -6.47 -3.11  0.237
C 5.71 3.24 2.62  -1.752
C 4.24 2.85 2.32  0.442
C 4.17 2.00 1.05  -1.265
O 2.82 1.52 0.74  0.345
C 2.95 0.53 -0.22  -0.547
N 3.49 2.15 3.32  -0.589
H 6.22 2.31 2.81  0.406
H 5.68 3.80 3.56  0.410
H 6.26 3.78 1.88  0.406
H 3.66 3.74 2.15  0.278
H 4.86 1.11 1.04  0.490
H 4.51 2.57 0.17  0.591
H 3.52 -0.36 0.11  0.363
H 3.31 0.92 -1.16  0.764
H 1.93 0.16 -0.50  -0.744
H 3.22 2.74 4.08  0.339
H 3.89 1.33 3.71  0.246
C 2.22 -2.47 -6.42  -1.440
C 1.42 -3.22 -5.32  0.186
C 1.53 -2.31 -4.10  -0.202
O 0.60 -2.68 -3.13  0.159
C 0.65 -1.83 -1.95  0.324
N 0.10 -3.57 -5.68  -0.605
H 1.71 -1.54 -6.78  0.254
H 2.37 -3.04 -7.33  0.385
H 3.24 -2.20 -6.09  0.356
H 1.92 -4.19 -5.10  0.358
H 1.25 -1.26 -4.35  -0.222
H 2.58 -2.29 -3.72  0.317
H 0.81 -0.78 -2.27  -0.491
H 1.39 -2.11 -1.20  0.622
H -0.31 -1.91 -1.38  -0.423
H -0.49 -2.72 -5.71  0.181
H -0.32 -4.28 -5.08  0.298
C 4.01 -1.04 4.29  -1.776
C 3.76 -1.18 2.72  0.757
C 4.06 -2.58 2.28  -1.020
O 3.91 -2.67 0.89  -0.173
C 4.02 -3.97 0.44  -0.769
N 2.33 -0.89 2.47  2.229
H 3.84 -2.03 4.76  0.402
H 3.35 -0.34 4.82  0.103
H 5.00 -0.66 4.61  0.368
H 4.24 -0.50 2.03  -0.042
H 3.29 -3.20 2.81  0.318
H 5.04 -2.89 2.70  0.436
H 3.38 -4.16 -0.42  0.141
H 3.67 -4.74 1.19  0.343
H 5.02 -4.32 0.17  0.292
H 2.13 -1.20 1.52  -1.099
H 1.68 -1.41 3.09  -0.291
C -5.28 1.67 0.13  -0.953
C -5.47 2.09 -1.35  0.243
C -5.30 0.83 -2.25  -0.068
O -6.06 -0.28 -1.81  -0.369
C -6.14 -1.31 -2.75  -0.478
N -6.78 2.76 -1.43  -0.593
H -6.22 1.14 0.31  0.442
H -5.10 2.53 0.77  0.300
H -4.58 0.88 0.27  -0.037
H -4.79 2.84 -1.70  0.232
H -4.19 0.49 -2.15  -0.187
H -5.66 1.08 -3.30  0.506
H -5.20 -1.76 -2.88  -0.108
H -6.43 -0.85 -3.70  0.426
H -6.89 -2.02 -2.32  0.225
H -7.01 3.20 -2.27  0.221
H -7.54 2.16 -1.06  0.234
C -1.80 3.82 -0.53  -0.080
O -0.92 4.95 -0.42  -0.645
H -1.89 3.39 0.45  -0.135
H -2.80 4.11 -0.85  0.293
H -1.45 3.15 -1.31  0.170
H -0.52 4.94 -1.29  0.300
C -2.03 -0.37 -4.27  -0.377
O -2.46 -1.72 -4.30  -0.474
H -2.87 0.29 -4.47  0.550
H -1.60 -0.21 -3.27  -0.146
H -1.24 -0.21 -5.04  0.181
H -3.45 -1.83 -4.45  0.250

## Properties
Total charge: +1
<S²>: 8.759
Orbital gap (spin up / spin down): 0.2982 / 0.2279 hartree
M: 1030.1 g mol⁻¹
Highest occupied orbital energy (spin up / spin down): -10.12 / -10.12 eV
2S+1: 6